(1)
Below is a structure of composition C102H231AsF6NO3P6 in a non-equilibrium geometry, with properties calculated with ωB97M-V with the def2-TZVPD basis set.

CARTESIAN COORDINATES (ANGSTROEM)
C -1.255 4.210 -2.094
C -2.406 3.975 -3.124
C -2.354 2.540 -3.639
O -3.502 2.215 -4.397
C -3.378 2.610 -5.768
N -3.811 4.332 -2.568
H -3.868 5.348 -2.590
H -4.551 4.039 -3.210
H -4.111 3.521 -0.562
H -1.394 5.268 -1.926
H -0.311 4.026 -2.589
H -1.155 3.744 -1.125
H -2.144 4.672 -3.910
H -2.393 1.913 -2.732
H -1.440 2.339 -4.220
H -4.379 2.349 -6.182
H -2.569 2.057 -6.322
H -3.275 3.741 -5.720
C 3.025 1.143 -2.056
C 4.521 1.317 -2.240
C 4.741 2.326 -3.302
C 6.157 2.475 -3.816
P 6.418 3.553 -5.260
C 6.347 2.639 -6.811
C 5.130 1.701 -6.953
C 5.349 0.332 -6.306
C 4.152 -0.564 -6.479
C 5.192 4.907 -5.329
C 5.252 5.892 -6.503
C 4.209 6.981 -6.391
C 3.870 7.707 -7.630
C 8.076 4.301 -5.098
C 9.206 3.291 -5.364
C 10.592 3.826 -4.931
C 10.547 4.251 -3.498
H 2.653 0.130 -1.905
H 2.528 1.408 -3.013
H 2.604 1.857 -1.331
H 4.995 0.379 -2.530
H 5.097 1.633 -1.339
H 4.238 3.373 -2.974
H 4.060 2.043 -4.134
H 6.567 1.509 -4.123
H 6.799 2.784 -3.011
H 7.294 2.079 -6.940
H 6.409 3.490 -7.540
H 4.899 1.587 -8.025
H 4.268 2.264 -6.620
H 5.562 0.481 -5.234
H 6.283 -0.155 -6.741
H 4.282 -1.452 -5.894
H 4.090 -0.921 -7.561
H 3.224 -0.115 -6.160
H 5.344 5.457 -4.390
H 4.195 4.481 -5.238
H 5.236 5.388 -7.496
H 6.238 6.362 -6.399
H 4.587 7.789 -5.687
H 3.305 6.517 -5.897
H 4.781 7.854 -8.261
H 3.530 8.728 -7.368
H 3.109 7.263 -8.275
H 8.173 4.736 -4.092
H 8.197 5.106 -5.846
H 9.162 3.011 -6.430
H 8.905 2.342 -4.924
H 10.928 4.608 -5.608
H 11.365 3.060 -4.993
H 11.556 4.351 -3.129
H 9.967 3.617 -2.824
H 10.171 5.270 -3.506
C 4.578 -4.460 7.696
C 4.486 -4.242 6.196
C 5.263 -2.994 5.753
C 4.586 -1.637 6.004
P 5.505 -0.136 5.635
C 7.227 -0.608 5.303
C 8.136 0.606 5.084
C 9.555 0.331 4.761
C 10.184 -0.541 5.781
C 4.899 1.128 4.449
C 4.201 0.644 3.138
C 4.986 -0.576 2.565
C 4.315 -1.178 1.314
C 5.339 0.783 7.192
C 5.860 2.252 7.216
C 4.754 3.300 7.498
C 5.148 4.722 7.132
H 4.492 -3.472 8.145
H 5.501 -5.026 7.970
H 3.739 -5.104 7.958
H 3.412 -4.146 5.956
H 4.763 -5.126 5.595
H 5.560 -3.112 4.727
H 6.203 -3.040 6.244
H 4.476 -1.513 7.126
H 3.545 -1.512 5.631
H 7.210 -1.233 4.463
H 7.487 -1.209 6.147
H 8.198 1.199 6.001
H 7.717 1.276 4.352
H 10.117 1.255 4.530
H 9.703 -0.182 3.848
H 11.245 -0.633 5.559
H 9.773 -1.588 5.828
H 10.090 -0.161 6.840
H 5.810 1.611 4.009
H 4.242 1.837 5.012
H 4.218 1.519 2.439
H 3.158 0.425 3.386
H 5.051 -1.338 3.327
H 5.987 -0.231 2.343
H 5.090 -1.776 0.829
H 4.075 -0.333 0.664
H 3.462 -1.769 1.563
H 5.925 0.118 7.888
H 4.336 0.617 7.621
H 6.357 2.510 6.274
H 6.514 2.323 8.103
H 4.539 3.306 8.571
H 3.797 3.060 7.025
H 6.166 4.904 7.518
H 4.493 5.437 7.582
H 5.256 4.942 6.069
C -0.290 -3.922 3.341
C 0.100 -2.889 4.369
C -0.722 -1.574 4.334
C -2.200 -1.871 3.994
P -3.389 -0.638 4.330
C -2.831 1.032 3.907
C -3.882 2.176 4.205
C -3.343 3.489 3.556
C -4.311 4.615 3.746
C -4.966 -1.148 3.524
C -4.835 -1.609 2.039
C -6.223 -2.043 1.519
C -6.949 -3.046 2.444
C -3.893 -0.616 6.067
C -2.711 -0.778 7.066
C -3.097 -0.760 8.534
C -3.840 -2.011 9.075
H 0.587 -4.575 3.195
H -0.523 -3.475 2.417
H -1.153 -4.454 3.677
H 1.184 -2.643 4.202
H 0.078 -3.292 5.363
H -0.358 -0.862 3.616
H -0.550 -1.058 5.281
H -2.587 -2.702 4.579
H -2.273 -2.213 2.928
H -2.564 1.035 2.857
H -1.876 1.146 4.451
H -4.087 2.304 5.314
H -4.923 2.018 3.783
H -3.278 3.277 2.501
H -2.393 3.698 3.983
H -5.295 4.224 3.686
H -4.140 5.373 2.919
H -4.201 5.113 4.744
H -5.640 -0.255 3.705
H -5.358 -1.992 4.116
H -4.269 -2.558 1.988
H -4.408 -0.826 1.433
H -6.037 -2.476 0.513
H -6.798 -1.145 1.295
H -7.896 -3.258 1.943
H -7.275 -2.616 3.392
H -6.369 -3.948 2.652
H -4.642 -1.384 6.335
H -4.354 0.335 6.281
H -1.927 0.034 6.916
H -2.244 -1.692 6.817
H -3.687 0.132 8.700
H -2.217 -0.546 9.154
H -4.837 -2.022 8.641
H -3.926 -1.891 10.151
H -3.260 -2.919 8.858
C 3.927 -3.536 -3.152
C 2.572 -4.059 -2.807
C 2.762 -5.067 -1.644
C 1.551 -5.412 -0.831
P 0.269 -6.548 -1.534
C -0.540 -5.835 -2.997
C -1.469 -4.614 -2.552
C -2.384 -4.112 -3.579
C -1.780 -3.796 -4.962
C 1.065 -8.055 -2.037
C 0.092 -8.984 -2.839
C 0.620 -10.383 -3.043
C 0.624 -11.249 -1.818
C -1.003 -6.933 -0.264
C -0.545 -7.491 1.021
C -1.690 -7.390 2.023
C -2.961 -8.213 1.773
H 3.895 -2.691 -3.901
H 4.586 -4.312 -3.468
H 4.359 -3.153 -2.204
H 2.055 -4.386 -3.711
H 1.986 -3.216 -2.380
H 3.401 -4.609 -0.838
H 3.312 -5.962 -1.961
H 1.041 -4.470 -0.623
H 1.825 -5.937 0.086
H -1.226 -6.555 -3.435
H 0.175 -5.480 -3.688
H -0.932 -3.849 -1.975
H -2.063 -5.066 -1.761
H -2.841 -3.218 -3.227
H -3.254 -4.788 -3.778
H -1.369 -2.772 -4.951
H -2.456 -3.990 -5.794
H -0.924 -4.433 -5.240
H 1.491 -8.622 -1.208
H 1.932 -7.771 -2.632
H -0.229 -8.560 -3.772
H -0.843 -8.984 -2.287
H 1.574 -10.252 -3.462
H -0.033 -10.856 -3.741
H 1.198 -10.836 -0.947
H 1.086 -12.217 -1.992
H -0.387 -11.495 -1.530
H -1.678 -7.639 -0.780
H -1.493 -5.943 -0.108
H 0.241 -6.856 1.467
H -0.278 -8.551 0.969
H -2.044 -6.325 2.013
H -1.233 -7.580 2.981
H -3.648 -7.716 1.086
H -3.480 -8.451 2.709
H -2.750 -9.190 1.279
C 2.590 6.850 0.313
C 2.809 5.945 1.517
C 1.598 5.066 1.791
C 0.325 5.787 2.122
P 0.281 6.949 3.468
C 1.208 6.387 4.938
C 0.578 5.238 5.768
C 0.581 3.867 5.133
C 0.638 2.815 6.253
C 0.993 8.566 3.001
C 0.126 9.215 1.884
C 0.694 10.659 1.537
C 0.369 11.636 2.634
C -1.520 7.081 3.963
C -1.770 8.012 5.146
C -3.223 8.165 5.502
C -3.911 9.066 4.435
H 1.916 7.666 0.561
H 2.070 6.315 -0.583
H 3.562 7.242 -0.023
H 3.034 6.492 2.457
H 3.694 5.308 1.405
H 1.958 4.358 2.592
H 1.461 4.375 0.995
H -0.414 5.001 2.422
H -0.150 6.339 1.249
H 1.418 7.262 5.573
H 2.130 5.959 4.604
H -0.443 5.498 6.149
H 1.171 5.217 6.728
H 1.404 3.768 4.453
H -0.329 3.744 4.492
H 0.732 1.807 5.800
H -0.301 2.848 6.773
H 1.462 2.967 6.903
H 2.052 8.385 2.742
H 0.991 9.155 3.951
H -0.943 9.250 2.165
H 0.233 8.630 0.931
H 0.076 10.911 0.654
H 1.781 10.761 1.273
H 0.612 12.682 2.356
H 0.840 11.548 3.616
H -0.728 11.659 2.728
H -1.789 6.005 4.145
H -2.008 7.437 3.090
H -1.414 9.053 4.970
H -1.256 7.654 6.046
H -3.239 8.740 6.430
H -3.751 7.261 5.774
H -4.939 9.238 4.630
H -3.940 8.601 3.443
H -3.387 10.003 4.285
C -4.925 -0.911 -4.043
C -4.798 -1.415 -5.443
C -5.323 -2.886 -5.509
C -6.865 -3.047 -5.323
P -7.465 -4.743 -5.090
C -6.487 -5.873 -6.093
C -6.544 -5.608 -7.627
C -5.447 -6.402 -8.437
C -4.016 -6.007 -8.134
C -7.385 -5.215 -3.369
C -6.150 -4.904 -2.541
C -6.302 -5.333 -1.117
C -4.991 -5.340 -0.333
C -9.204 -4.874 -5.586
C -9.640 -4.586 -6.988
C -10.963 -3.807 -6.960
C -11.402 -3.273 -8.293
H -4.449 -1.568 -3.285
H -5.960 -0.647 -3.709
H -4.404 -0.032 -3.860
H -3.745 -1.450 -5.709
H -5.337 -0.885 -6.233
H -4.738 -3.480 -4.815
H -5.131 -3.289 -6.519
H -7.378 -2.575 -6.162
H -7.112 -2.465 -4.410
H -6.907 -6.876 -5.897
H -5.474 -5.771 -5.644
H -6.456 -4.506 -7.784
H -7.498 -5.926 -8.024
H -5.699 -6.227 -9.500
H -5.611 -7.479 -8.269
H -3.932 -4.883 -8.072
H -3.261 -6.297 -8.880
H -3.703 -6.400 -7.126
H -7.512 -6.308 -3.328
H -8.245 -4.724 -2.910
H -5.977 -3.805 -2.563
H -5.272 -5.346 -2.995
H -6.719 -6.329 -1.085
H -7.009 -4.654 -0.638
H -5.159 -5.588 0.751
H -4.523 -4.354 -0.356
H -4.240 -6.088 -0.656
H -9.661 -4.263 -4.775
H -9.379 -5.919 -5.281
H -9.582 -5.557 -7.533
H -8.943 -3.820 -7.430
H -10.810 -2.989 -6.271
H -11.697 -4.469 -6.519
H -10.644 -2.649 -8.764
H -12.337 -2.690 -8.149
H -11.551 -4.045 -9.040
As -1.128 -0.932 -0.297
F -1.935 -0.382 1.194
F -0.403 0.714 -0.454
F -0.243 -1.438 -1.776
F -1.817 -2.543 -0.167
F -2.486 -0.423 -1.238
F 0.178 -1.543 0.690
C -5.222 1.416 -0.700
C -4.766 2.066 0.605
O -4.902 1.617 1.705
O -4.332 3.322 0.432
H -5.479 0.323 -0.652
H -4.399 1.456 -1.468
H -6.089 2.064 -0.897

Properties
Gap between HOMO and LUMO (hartree): 0.340
LUMO level (eV): -7.5
E_HOMO (Eh): -0.6141
Total charge: +5

=====

(2)
Below is a structure of composition C10H10AsN2O4ReS5 in a non-equilibrium geometry, with properties calculated with ωB97M-V with the def2-TZVPD basis set.

CARTESIAN COORDINATES (ANGSTROEM)
Re -0.548 1.511 -0.256
N 3.444 3.051 -0.161
C 2.142 2.901 -0.152
O 1.610 1.801 -0.474
C 1.234 4.002 0.287
C -0.164 3.677 -0.215
H 4.042 2.280 -0.425
H 3.885 3.918 0.098
H 1.570 4.974 -0.080
H 1.252 4.031 1.381
H -0.245 3.934 -1.279
H -0.898 4.254 0.339
S -3.805 -0.400 2.409
As -3.238 1.534 2.113
S -2.706 1.935 -0.177
S -0.183 0.872 1.874
S -3.266 3.224 3.242
O -1.671 -0.440 -1.894
C -0.795 -1.067 -1.341
N 0.243 -0.380 -0.724
S 0.897 -1.279 0.422
O 2.262 -1.094 0.714
O -0.011 -0.802 1.688
C 0.231 -2.821 -0.082
C 0.525 -4.104 0.323
C -0.162 -5.127 -0.326
C -1.106 -4.853 -1.310
C -1.392 -3.545 -1.699
C -0.699 -2.521 -1.088
H 1.244 -4.308 1.105
H 0.049 -6.152 -0.053
H -1.623 -5.675 -1.785
H -2.117 -3.330 -2.472

Properties
Gap between HOMO and LUMO (spin up / spin down) (hartree): 0.225 / 0.212
LUMO level (spin up / spin down) (eV): -9.5 / -9.8
E_HOMO (spin up / spin down) (Eh): -0.5756 / -0.5724
Total charge: +2
Relative energy (zero: lowest compared OMol25 entry of this formula, charge and spin) (kJ/mol): 309.6

=====

Repeat the second record exactly.
Below is a structure of composition C10H10AsN2O4ReS5 in a non-equilibrium geometry, with properties calculated with ωB97M-V with the def2-TZVPD basis set.

CARTESIAN COORDINATES (ANGSTROEM)
Re -0.548 1.511 -0.256
N 3.444 3.051 -0.161
C 2.142 2.901 -0.152
O 1.610 1.801 -0.474
C 1.234 4.002 0.287
C -0.164 3.677 -0.215
H 4.042 2.280 -0.425
H 3.885 3.918 0.098
H 1.570 4.974 -0.080
H 1.252 4.031 1.381
H -0.245 3.934 -1.279
H -0.898 4.254 0.339
S -3.805 -0.400 2.409
As -3.238 1.534 2.113
S -2.706 1.935 -0.177
S -0.183 0.872 1.874
S -3.266 3.224 3.242
O -1.671 -0.440 -1.894
C -0.795 -1.067 -1.341
N 0.243 -0.380 -0.724
S 0.897 -1.279 0.422
O 2.262 -1.094 0.714
O -0.011 -0.802 1.688
C 0.231 -2.821 -0.082
C 0.525 -4.104 0.323
C -0.162 -5.127 -0.326
C -1.106 -4.853 -1.310
C -1.392 -3.545 -1.699
C -0.699 -2.521 -1.088
H 1.244 -4.308 1.105
H 0.049 -6.152 -0.053
H -1.623 -5.675 -1.785
H -2.117 -3.330 -2.472

Properties
Gap between HOMO and LUMO (spin up / spin down) (hartree): 0.225 / 0.212
LUMO level (spin up / spin down) (eV): -9.5 / -9.8
E_HOMO (spin up / spin down) (Eh): -0.5756 / -0.5724
Total charge: +2
Relative energy (zero: lowest compared OMol25 entry of this formula, charge and spin) (kJ/mol): 309.6

=====

Please write out number 2 again, unchanged.
Below is a structure of composition C10H10AsN2O4ReS5 in a non-equilibrium geometry, with properties calculated with ωB97M-V with the def2-TZVPD basis set.

CARTESIAN COORDINATES (ANGSTROEM)
Re -0.548 1.511 -0.256
N 3.444 3.051 -0.161
C 2.142 2.901 -0.152
O 1.610 1.801 -0.474
C 1.234 4.002 0.287
C -0.164 3.677 -0.215
H 4.042 2.280 -0.425
H 3.885 3.918 0.098
H 1.570 4.974 -0.080
H 1.252 4.031 1.381
H -0.245 3.934 -1.279
H -0.898 4.254 0.339
S -3.805 -0.400 2.409
As -3.238 1.534 2.113
S -2.706 1.935 -0.177
S -0.183 0.872 1.874
S -3.266 3.224 3.242
O -1.671 -0.440 -1.894
C -0.795 -1.067 -1.341
N 0.243 -0.380 -0.724
S 0.897 -1.279 0.422
O 2.262 -1.094 0.714
O -0.011 -0.802 1.688
C 0.231 -2.821 -0.082
C 0.525 -4.104 0.323
C -0.162 -5.127 -0.326
C -1.106 -4.853 -1.310
C -1.392 -3.545 -1.699
C -0.699 -2.521 -1.088
H 1.244 -4.308 1.105
H 0.049 -6.152 -0.053
H -1.623 -5.675 -1.785
H -2.117 -3.330 -2.472

Properties
Gap between HOMO and LUMO (spin up / spin down) (hartree): 0.225 / 0.212
LUMO level (spin up / spin down) (eV): -9.5 / -9.8
E_HOMO (spin up / spin down) (Eh): -0.5756 / -0.5724
Total charge: +2
Relative energy (zero: lowest compared OMol25 entry of this formula, charge and spin) (kJ/mol): 309.6

=====

Among the records above, which one has the highest total charge? C102H231AsF6NO3P6